Entry 1:
DFT (wB97M-V/def2-TZVPD) results for an isolated molecule of C4H8N2O in a non-equilibrium geometry.

The geometry in XYZ format:
```
15
Properties=species:S:1:pos:R:3
H 0.50071 1.49214 1.29530
N 0.45217 0.31666 -0.41831
N 0.75763 -0.98620 -0.52255
O -1.16371 -0.12916 -2.41843
H 0.72622 0.33818 -2.61035
C -0.08898 0.63629 0.79336
H -0.89572 -0.99291 -2.45064
H 0.72063 -0.36278 2.53472
H -1.15972 0.78914 0.66185
H -0.35118 1.64649 -2.13737
C -0.10516 0.61220 -2.07249
C 0.67677 -1.56344 0.61205
H 0.99104 -2.65800 0.84597
C 0.14944 -0.59882 1.62037
H -0.82630 -0.96491 1.98058
```

Frontier orbital gap = 8.700 eV
SMILES = OCN1CCC=N1
Net charge = 0
E_HOMO = -7.690 eV

Entry 2:
DFT (wB97M-V/def2-TZVPD) results for an isolated molecule of C3H8N2O2 in a non-equilibrium geometry.

The geometry in XYZ format:
```
15
Properties=species:S:1:pos:R:3
O -0.10366 -0.73239 -1.48287
N -0.63634 1.40579 -1.95917
H 1.35298 0.54166 1.93893
H -0.62718 2.34690 -1.58863
H -1.58632 1.06164 -2.04234
H -0.37531 -1.52015 -0.38703
C -0.39499 -1.01716 1.51006
H 1.57976 -0.73001 0.61152
C 0.94312 0.04740 1.05350
N 0.33812 0.93499 0.17803
H -1.28439 -0.36088 1.53468
O -0.42027 -2.02410 0.60574
C 0.06977 0.48750 -1.14250
H -0.06595 -1.30809 2.51044
H 1.21065 0.86690 -1.34037
```

Frontier orbital gap (alpha / beta) = 7.283 / 7.285 eV
Net charge = 0
E_HOMO (alpha / beta) = -9.273 / -9.274 eV

Entry 3:
DFT (wB97M-V/def2-TZVPD) results for a structure of composition C40H45ClN9O2ReSe in a non-equilibrium geometry.

The geometry in XYZ format:
```
99
Properties=species:S:1:pos:R:3
H 0.65124 -4.98905 3.44460
H 0.29078 6.71765 -1.09009
C -0.29812 -4.19987 0.06521
C 2.36678 -2.35773 -3.97591
H -1.95704 0.27614 -1.84757
H 0.77668 -7.00644 -1.19362
N -1.82828 -2.56151 -0.71033
C -3.90488 -0.77120 3.42073
C 6.69224 -0.82505 -5.91022
C 1.81357 1.61862 2.18857
C -0.98660 -3.60979 3.38429
C 0.26693 8.04836 1.14391
N -1.84529 -1.47679 2.24469
H 1.81496 7.34904 -1.54637
C -2.71635 -2.24762 -1.83522
H -0.41269 -1.59975 3.81148
C -0.05951 -6.48911 -0.72538
H -4.36358 -1.03212 -2.39093
H -4.34989 1.53415 0.11773
H 1.68025 2.03618 -2.58566
H -5.61833 2.52278 1.73319
H 1.53091 2.54054 1.64974
C -2.86598 0.17466 -1.18410
H 3.37709 -2.78731 -5.80783
H -0.38232 8.11621 3.62431
C 4.62379 -1.45703 -4.90565
C 1.87023 -1.36236 -3.04898
C 2.28052 -0.01111 -3.11555
H -1.42443 -8.00028 -1.20063
H 2.17808 -3.91938 0.97573
C -1.32667 -6.96440 -0.89032
C 6.06543 -0.10519 -3.86745
C 1.04222 -1.67014 -1.97542
C 0.37345 -5.36667 -0.02815
H 3.10930 0.34213 -3.73066
H 0.36425 9.82353 3.82532
H 6.38733 0.40318 -2.89271
H -1.35235 -3.98122 2.37658
C -2.61115 -4.86739 -0.50745
H -4.25492 -1.48330 -0.68645
H 0.98766 -2.73610 -1.72312
N 0.71530 8.48793 -0.07266
H 7.54861 -0.87888 -6.62566
C -3.67052 -1.09234 -1.54019
C -1.60621 -3.92121 -0.50556
H 0.38399 11.29943 1.58310
H -3.93857 -1.75024 3.88347
C 3.38194 -2.22116 -4.88262
H -3.42277 1.09283 -1.35513
H -3.45020 -6.81983 -0.50132
H 2.50153 -3.51564 3.08920
H 1.89144 -3.36750 -4.03213
Se 0.02364 6.34202 1.71247
C 0.48629 -3.91484 3.55553
H 1.49918 -2.09120 3.17510
N 0.32944 -3.04963 0.54382
H 1.63441 10.32194 -0.68747
C -2.97221 -0.66586 2.34601
H -5.07769 0.02591 4.96770
C 1.56580 0.91830 -2.42695
N 6.92255 -0.01715 -4.86114
C 1.52786 -3.14358 2.84408
H -3.35929 -3.08636 -2.16200
N 0.01501 9.18838 1.87183
Re -0.79101 -1.32991 0.40920
H 2.14120 -2.21567 0.99478
H -2.11244 -2.08243 4.17648
C 1.58643 -3.09782 1.29843
C 5.55218 -1.61076 -5.95089
C -1.32555 -2.13213 3.45099
C 0.58657 0.58982 -1.53223
N 0.33813 -0.75474 -1.25565
O 2.57219 -0.11519 0.65493
C 0.83723 7.63338 -1.25075
C -2.53773 -6.21665 -0.63284
C -4.72377 0.17327 3.98960
H 5.49539 -2.31339 -6.72319
C 0.95058 9.84973 -0.01744
H -1.33838 9.50364 3.46241
H 0.41338 8.08649 -2.16112
C -4.18725 1.15257 1.16015
H 0.71580 -3.66204 4.61731
O 0.43455 -0.13213 1.60522
N 4.94480 -0.85425 -3.77074
Cl 3.44909 1.83299 2.82524
N -2.28687 0.07894 0.17211
H -2.08603 -1.98849 -2.72544
H 0.01534 1.34021 -1.00632
H -5.63469 2.04875 4.03665
H -1.49718 -4.21755 4.14009
C 0.49935 10.31123 1.16633
H 1.13748 1.45706 3.03044
C -0.31986 9.16480 3.27952
H -3.60605 -4.48187 -0.60372
C 1.68019 0.32143 1.33013
H 1.30369 -5.50563 0.50769
C -5.08476 1.40616 3.41050
C -4.94737 1.72228 2.10684
C -3.08944 0.27132 1.25554
```

2S+1 = 4
Frontier orbital gap (alpha / beta) = 5.352 / 5.018 eV
Net charge = +1
E_HOMO (alpha / beta) = -8.752 / -8.752 eV

Entry 4:
DFT (wB97M-V/def2-TZVPD) results for an isolated molecule of C4H12N4O in a non-equilibrium geometry.

The geometry in XYZ format:
```
21
Properties=species:S:1:pos:R:3
H -2.89221 -0.57904 -1.42754
C 2.34202 0.45215 -0.50209
H 3.24459 -0.15729 -0.51196
N -2.38568 -0.13494 -0.67132
H 2.00688 0.65048 -1.51769
H -1.57323 0.87367 1.54695
C -0.12515 0.39091 0.20291
H -0.64518 -0.82491 -1.56428
N -0.58590 0.63645 1.56322
H -1.11285 1.73663 -0.91070
C -1.06760 -0.71046 -0.55190
O -1.07071 -1.89757 0.15251
H 0.11213 2.38299 -0.02413
H 2.55816 1.41734 -0.04771
N 1.33905 -1.34371 0.85689
H 2.25863 -1.77681 0.82451
H -2.90247 -0.30943 0.18510
N -0.15730 1.59063 -0.59747
H -0.46882 -0.19567 2.13043
H -0.12296 -1.98285 0.60691
C 1.24862 -0.21857 0.25738
```

Frontier orbital gap = 9.883 eV
SMILES = [H]/N=C(\C)C(N)(N)[C@H](N)O
Net charge = 0
E_HOMO = -8.930 eV

Entry 5:
DFT (wB97M-V/def2-TZVPD) results for a structure of composition C15H22O2 in a non-equilibrium geometry.

The geometry in XYZ format:
```
39
Properties=species:S:1:pos:R:3
C -0.25367 -0.29962 -2.11695
H -3.23188 -1.00498 -3.71191
O 2.13264 0.32395 4.98314
O 2.29308 -1.57938 3.74650
C 1.26383 0.29512 2.57652
H -2.15723 -1.26259 -0.09992
C -2.10883 -0.75210 -3.61315
H -1.65746 -0.65298 -4.34699
H -1.14321 3.21964 -2.27879
C 0.82530 1.69085 2.86932
H 1.66410 -1.04515 -1.11588
H 1.60736 -1.37484 1.49909
C -2.29487 0.70388 -2.87111
H -0.14196 1.77835 2.70882
C -0.92967 1.00551 -2.05097
H -3.15439 -1.42945 -1.48137
H -3.03930 1.14458 -0.69343
C 0.54821 0.22609 0.29023
H 0.49446 2.38235 -2.23156
H 1.69826 0.46268 -2.99425
C -2.30061 0.62947 -1.45482
C -0.50024 2.31326 -1.70798
H 1.05089 -1.40390 -3.53252
H 2.68060 -2.18893 4.47344
C 0.38541 -0.73215 -0.63886
H 1.28181 2.08027 3.78800
C 1.13865 -0.47662 1.40717
H 1.23069 2.25774 2.28562
H -0.48886 0.60159 0.67066
C 1.92167 -0.39717 3.87096
H -2.58287 1.51688 -3.52989
C 0.81945 -0.50148 -3.21369
H -0.27099 2.49927 -0.91776
H 1.21711 1.27913 -0.00583
H 0.17051 -1.73419 -0.44708
C -2.43068 -1.01731 -1.20061
H 0.50074 0.11271 -4.08680
C -1.47838 -1.28300 -2.43691
H -1.26724 -2.14484 -2.44519
```

Frontier orbital gap = 9.346 eV
Net charge = 0
E_HOMO = -8.826 eV

Entry 6:
DFT (wB97M-V/def2-TZVPD) results for a cluster of 2 separate species, C4H11N2O in total in a non-equilibrium geometry.

The geometry in XYZ format:
```
18
Properties=species:S:1:pos:R:3
N -0.86185 3.45850 0.52562
C 1.20165 -1.79760 -0.51491
C 0.23082 -1.53315 0.58767
H -0.06049 -1.39071 -2.21249
H -1.68694 1.62071 2.09564
H -0.75265 3.91310 -0.37034
H 1.93463 -2.52158 -0.14547
H -0.40909 0.45031 1.59136
O 0.49752 -1.02532 1.65532
N -0.89070 1.36386 1.53016
H -1.68790 3.78084 1.01383
H -0.09573 -3.08473 -1.64146
C 0.53083 -2.21829 -1.81626
C -0.49209 2.19120 0.61641
H 1.78718 -0.87981 -0.65068
H 1.27081 -2.45388 -2.58193
H 0.31491 1.90052 -0.04448
H -0.83092 -1.77397 0.36202
```

Frontier orbital gap = 10.268 eV
Net charge = +1
E_HOMO = -13.919 eV

Entry 7:
DFT (wB97M-V/def2-TZVPD) results for a structure of composition C32H33N2PdS2Sb2Te in a non-equilibrium geometry.

The geometry in XYZ format:
```
73
Properties=species:S:1:pos:R:3
C -0.14924 5.99905 -2.11807
C -0.56831 6.67484 -0.98004
C -0.53378 -4.89026 -4.34545
H 2.75052 0.83929 7.29325
H -1.02756 6.51940 1.10934
C -0.77068 1.45070 2.08829
H 4.13338 2.08939 -2.48524
H -0.68478 -7.00573 -4.02837
H -2.35145 -1.74869 -2.47494
C 2.63426 0.56248 3.79180
C -0.33468 -3.65266 -3.74924
C -0.01599 -2.16464 0.48213
C -1.27621 1.53856 0.78806
C 1.12136 -2.77916 1.04830
C -1.18702 -2.48266 2.57133
C -0.55321 -6.03751 -3.56334
C -0.46890 4.62463 0.28112
C -0.39450 -5.94347 -2.18845
C -0.07543 3.93830 -0.86324
C -0.71343 5.99071 0.21813
C 3.72008 0.11743 -2.09033
H -0.59642 4.09946 1.21937
H -2.03661 -1.50596 0.87474
C 1.43490 0.05707 5.71326
H -0.02774 6.52982 -3.05362
H -2.23759 2.14522 -2.03973
Sb 0.09966 1.80162 -0.88193
H 1.93443 -3.79125 2.76019
H -0.99792 2.28229 -3.26048
Pd 1.21256 -0.23019 0.46646
C -0.17050 -3.55831 -2.36663
H 1.99591 -2.97220 0.43969
H -4.56308 1.08775 1.52203
C 0.10791 4.63615 -2.05668
H -0.78192 7.73437 -1.02974
H -3.62625 0.81810 3.79960
C -0.20056 -4.70578 -1.58511
S 3.77034 -1.14033 -0.96663
H 3.43194 0.57323 -4.07467
C -1.61073 1.19675 3.16557
C -1.77600 0.26916 -3.05401
C 1.07278 -3.27916 2.35071
C -1.84441 -0.88596 -2.04448
H -0.08394 -4.64588 -0.51066
C -3.49546 1.16978 1.68559
C 2.53987 0.65515 6.25063
C -1.15548 -1.99006 1.27763
H 0.44870 4.11921 -2.94817
C -2.65299 1.41254 0.60745
S 3.64873 1.15004 5.05529
H -1.09403 0.00094 -3.86579
H -1.19049 1.12271 4.16195
H -0.66446 -4.95800 -5.41806
H -0.41977 -6.83748 -1.57829
N 3.29016 -0.10500 -3.34390
C 1.48581 0.00410 4.30075
H -3.08977 1.50808 -0.37650
Sb 0.16079 -1.57638 -1.60729
H 3.15454 -1.06364 -3.61485
C -2.97305 1.03522 2.96381
C -1.38049 1.63300 -2.47303
H 0.61913 -0.32874 6.30838
Te 3.17504 0.69875 1.80707
H -0.31803 -2.75658 -4.36325
C -0.07761 -3.13469 3.10539
H -2.37802 -0.58255 -1.14468
H 0.27256 1.65488 2.28835
H 0.72002 -0.41885 3.66471
H -2.76052 0.39196 -3.51521
H -2.08389 -2.36290 3.16657
H -0.11262 -3.52628 4.11454
N 4.04163 1.38333 -1.77314
H 4.52851 1.54549 -0.90825
```

2S+1 = 3
Frontier orbital gap (alpha / beta) = 7.439 / 5.699 eV
Net charge = +1
E_HOMO (alpha / beta) = -9.939 / -10.317 eV

no.,electronic energy (Eh)
1,-341.85040
2,-378.93800
3,-5134.08122
4,-453.87574
5,-734.68813
6,-343.51986
7,-3021.19358